Run a
The following is a DFT calculation (wB97M-V/def2-TZVPD) of an isolated molecule of C5H6N2S.

Structure (XYZ):
```
14
Properties=species:S:1:pos:R:3
H 0.6145 1.4912 -1.2442
N -0.1152 -1.3935 -0.3052
C 2.1836 -0.8843 -0.1378
H -1.7783 1.4236 -0.7906
C -1.8212 -0.1626 0.7936
N -1.3975 -0.7679 -0.5191
H -1.1605 -0.3634 1.6182
H 2.2641 -1.9727 -0.1193
C -1.1865 0.6789 -0.2877
H 0.7440 1.4776 0.4833
H -2.8695 -0.0574 1.0513
C 0.7862 -0.4689 -0.3005
C 0.3013 0.9403 -0.3552
S 3.4351 0.0590 0.1132
```

Values from the calculation:
Total charge ... 0
Frontier orbital gap ... 8.087 eV
Structure (SMILES) ... S=CC1=NN2C[C@H]2C1

Run b
The following is a DFT calculation (wB97M-V/def2-TZVPD) of an isolated molecule of C5H6N2S.

Structure (XYZ):
```
14
Properties=species:S:1:pos:R:3
N -0.5962 0.1993 -0.7240
H 1.4293 0.3990 1.7368
S -1.3736 -0.5851 -3.0686
H 0.1914 -2.2116 1.3618
C 0.1386 1.8147 0.6843
H 1.6080 -1.9177 0.4320
H -1.4094 2.2458 -0.7592
C 0.5773 -1.7704 0.3687
H 0.3052 -2.3890 -0.3374
H 0.5145 2.7925 1.0373
N 0.7940 0.6613 0.9448
C -1.7254 -0.4641 -1.4915
C 0.2198 -0.3234 0.1955
C -0.6736 1.5488 -0.3804
```

Values from the calculation:
Total charge ... 0
Frontier orbital gap ... 7.052 eV

Run c
The following is a DFT calculation (wB97M-V/def2-TZVPD) of C5H6N2S as an isolated structure.

Structure (XYZ):
```
14
Properties=species:S:1:pos:R:3
N -1.3201 -1.3521 2.4238
H 0.9843 -0.2150 -3.6233
H -0.6568 1.2564 2.8238
H -1.4716 -2.2927 2.0604
N 0.4454 0.6539 -0.2238
H 0.8982 -1.3449 -2.2395
C 0.6156 -0.3669 -2.6148
C -0.2460 -1.0341 0.2889
S 1.3657 0.9005 -1.5614
C -0.6916 -0.5838 1.5908
C -0.3751 0.7958 1.8958
H 0.6382 2.4265 0.8798
H -0.4625 -0.2506 -2.5703
C 0.2763 1.4070 0.8698
```

Values from the calculation:
Total charge ... 0
Frontier orbital gap (alpha / beta) ... 7.793 / 5.633 eV

Run d
The following is a DFT calculation (wB97M-V/def2-TZVPD) of C5H6N2S as an isolated structure.

Structure (XYZ):
```
14
Properties=species:S:1:pos:R:3
N 2.6309 -0.1098 0.0430
H 2.9288 0.7841 0.2692
H -3.0410 -1.0981 1.3413
C -1.4477 -0.0017 -0.1894
H 1.1705 1.9950 -0.0425
H -1.1159 -2.2447 -0.2984
C 1.2089 -0.1388 -0.2384
C -0.8697 1.1525 -0.2504
S -3.1924 -0.0565 -0.0689
C -0.7565 -1.1865 -0.3127
H -1.5726 1.9722 -0.3911
C 0.5340 1.1762 -0.1596
H 2.9378 -0.9451 0.6274
N 0.5850 -1.2988 -0.3295
```

Values from the calculation:
Total charge ... 0
Frontier orbital gap ... 8.016 eV

Which of them is the least stable? Correct choice: run c.